1) C12H24O12 | ωB97M-V/def2-TZVPD

Each line ends with the natural charge from an NBO analysis.
Cartesian coordinates (Å):
C (6.37221, -2.83197, 5.52630)  -0.262
O (6.09648, -1.51911, 5.12963)  -0.484
C (4.82515, -1.22376, 4.85832)  0.978
O (3.80766, -1.94659, 5.02126)  -0.663
O (4.84903, -0.09813, 4.29653)  -0.465
C (3.69947, 0.41546, 3.81833)  -0.264
H (6.04321, -3.23460, 6.48429)  0.195
H (7.45896, -2.90348, 5.48177)  0.193
H (6.02426, -3.52994, 4.76482)  0.188
H (3.08248, 0.61515, 4.69442)  0.190
H (3.16377, -0.28634, 3.17912)  0.195
H (3.67435, 1.33918, 3.24023)  0.199
C (2.08468, 1.68800, 0.25210)  -0.261
O (0.74231, 1.27982, 0.46914)  -0.494
C (-0.28222, 1.95436, -0.01040)  0.991
O (-0.29828, 2.86454, -0.84253)  -0.651
O (-1.25296, 1.34888, 0.57263)  -0.481
C (-2.62037, 1.48905, 0.18034)  -0.284
H (2.75450, 1.06453, 0.84433)  0.192
H (2.34282, 2.66449, 0.66187)  0.189
H (2.44391, 1.62002, -0.77475)  0.188
H (-2.82968, 1.53466, -0.88839)  0.231
H (-3.19055, 2.27264, 0.67930)  0.190
H (-3.21212, 0.59621, 0.38223)  0.185
C (0.66304, 0.55625, -3.21019)  -0.255
O (0.11405, -0.47853, -2.39808)  -0.482
C (0.89404, -1.45313, -2.08818)  0.995
O (2.03568, -1.65216, -2.59161)  -0.664
O (0.33265, -2.19952, -1.02748)  -0.522
C (0.87577, -3.44364, -0.58423)  -0.256
H (1.09642, 0.15526, -4.12642)  0.200
H (1.43644, 1.07723, -2.64580)  0.191
H (-0.09774, 1.26749, -3.53182)  0.212
H (0.10599, -4.20914, -0.48649)  0.187
H (1.17227, -3.33878, 0.45941)  0.187
H (1.71887, -3.77408, -1.19092)  0.208
C (-5.14407, -0.59895, -1.25637)  -0.253
O (-5.82071, -0.03649, -2.31278)  -0.492
C (-5.48572, 1.16849, -2.76056)  0.988
O (-4.50912, 1.79323, -2.41393)  -0.656
O (-6.24822, 1.44209, -3.76996)  -0.482
C (-6.02872, 2.51023, -4.59392)  -0.252
H (-4.08845, -0.71834, -1.50030)  0.186
H (-5.56013, -1.59084, -1.07985)  0.204
H (-5.13141, 0.05186, -0.38207)  0.181
H (-6.06546, 3.49800, -4.13452)  0.193
H (-6.92250, 2.43357, -5.21309)  0.197
H (-5.12205, 2.36684, -5.18171)  0.190

As for the SMILES: COC(=O)OC.COC(=O)OC.COC(=O)OC.COC(=O)OC. For the HOMO-LUMO gap, the calculation gives 11.184 eV. The LUMO energy comes out at 0.595 eV. As for the charge: 0.

2) C12H24O12 | ωB97M-V/def2-TZVPD

Each line ends with the natural charge from an NBO analysis.
Cartesian coordinates (Å):
C (1.67467, 1.08649, -0.12990)  -0.264
O (1.08124, 1.98317, 0.87663)  -0.497
C (-0.24436, 2.29362, 0.72261)  0.989
O (-1.05859, 1.90882, -0.18502)  -0.673
O (-0.58132, 2.87847, 1.91544)  -0.498
C (-1.90321, 3.28864, 2.13352)  -0.256
H (1.46151, 1.48046, -1.12359)  0.200
H (1.10069, 0.16245, -0.06056)  0.194
H (2.73116, 0.93306, 0.09011)  0.213
H (-1.89932, 4.03211, 2.93060)  0.196
H (-2.55191, 2.42619, 2.28672)  0.204
H (-2.19401, 3.82353, 1.22940)  0.192
C (-3.79708, 0.06978, -0.42424)  -0.261
O (-4.92303, -0.26842, 0.35283)  -0.492
C (-5.43233, 0.54161, 1.23863)  0.988
O (-5.00013, 1.66544, 1.47854)  -0.664
O (-6.59342, 0.02152, 1.69819)  -0.498
C (-7.18307, 0.70085, 2.82941)  -0.268
H (-3.41368, -0.86905, -0.82384)  0.192
H (-2.96526, 0.52985, 0.10915)  0.216
H (-4.10291, 0.74174, -1.22613)  0.194
H (-7.68688, 0.10917, 3.59374)  0.198
H (-7.92879, 1.36979, 2.39987)  0.188
H (-6.47815, 1.32162, 3.38244)  0.206
C (7.56078, 2.20427, -1.05816)  -0.264
O (7.04916, 0.87362, -1.11067)  -0.511
C (5.95874, 0.56833, -0.30008)  0.986
O (5.46918, 1.27038, 0.58474)  -0.656
O (5.58291, -0.62919, -0.60313)  -0.488
C (4.54606, -1.28194, 0.06106)  -0.252
H (6.82350, 2.63546, -1.73535)  0.186
H (8.57473, 2.25259, -1.45525)  0.199
H (7.48784, 2.76112, -0.12397)  0.205
H (3.65399, -0.88918, -0.42685)  0.190
H (4.59242, -0.99539, 1.11170)  0.203
H (4.69074, -2.35042, -0.09870)  0.204
C (-1.19371, -2.17577, 0.34048)  -0.260
O (-1.31478, -3.08531, -0.76268)  -0.514
C (-0.27806, -3.13653, -1.66927)  1.000
O (0.69131, -2.44922, -1.62721)  -0.628
O (-0.51191, -4.19046, -2.53829)  -0.506
C (0.37820, -4.38185, -3.64231)  -0.275
H (-1.97970, -2.36761, 1.07090)  0.202
H (-1.40433, -1.16499, -0.00889)  0.193
H (-0.21294, -2.28201, 0.80407)  0.195
H (0.69569, -5.41481, -3.78472)  0.196
H (1.19245, -3.66316, -3.73508)  0.210
H (-0.16409, -4.33884, -4.58687)  0.186

As for the SMILES: COC(=O)OC.COC(=O)OC.COC(=O)OC.COC(=O)OC. For the HOMO-LUMO gap, the calculation gives 11.337 eV. The LUMO energy comes out at 0.644 eV. As for the charge: 0.

The structure with the most favorable energy is 2); the runner-up is 12.6 kcal/mol above it.